6 unconnected molecules or ions with the total composition C22H46O6 at a distorted geometry. Source: the Open Molecules 2025 dataset; level of theory: ωB97M-V with the def2-TZVPD basis set.

```
74
Properties=species:S:1:pos:R:3:forces:R:3
C -1.717 0.594 -3.662 1.109 0.461 0.926
C -3.189 0.404 -3.533 -1.945 0.805 -0.690
C -3.668 1.075 -2.183 1.544 -1.993 -1.757
O -2.422 1.259 -1.517 0.497 1.253 0.717
C -1.295 0.624 -2.194 -1.781 -1.091 0.278
H -1.413 1.562 -4.061 -0.232 -0.096 -0.504
H -1.304 -0.239 -4.230 0.384 0.267 0.019
H -3.427 -0.653 -3.655 -0.200 -0.006 0.456
H -3.691 0.920 -4.351 -0.161 -0.174 -0.181
H -4.320 0.375 -1.661 0.114 -0.018 0.383
H -4.263 1.964 -2.394 0.592 0.454 0.336
H -1.321 -0.395 -1.809 0.467 -0.322 0.027
H -0.330 1.062 -1.936 -0.390 0.454 -0.005
C -2.555 -6.206 -1.625 1.687 -1.660 -1.476
C -3.555 -5.610 -0.715 0.510 0.325 -0.135
C -4.823 -6.152 -1.348 -1.702 1.387 1.534
O -4.656 -6.110 -2.739 0.915 -0.614 0.057
C -3.234 -6.381 -2.990 -1.163 0.639 0.129
H -2.281 -7.209 -1.296 0.317 0.018 0.171
H -1.656 -5.608 -1.773 0.124 -0.124 0.329
H -3.342 -4.551 -0.862 -1.147 0.399 0.361
H -3.316 -5.870 0.316 -0.510 -0.025 0.023
H -5.696 -5.571 -1.049 -0.029 0.929 -0.572
H -5.216 -7.057 -0.884 1.009 -1.201 -0.484
H -2.907 -5.646 -3.725 -0.008 -0.013 -0.027
H -3.119 -7.377 -3.418 0.000 -0.053 0.089
C -5.336 6.606 2.988 0.418 -0.069 0.324
C -6.257 6.169 4.134 1.349 0.047 1.042
C -7.611 6.110 3.501 0.263 -1.016 0.189
O -7.518 6.887 2.327 -0.716 1.104 -0.368
C -6.248 7.565 2.247 -0.201 -1.344 -0.045
H -5.058 5.687 2.471 -0.237 0.202 -0.666
H -4.387 7.083 3.233 -0.093 0.025 0.512
H -6.269 6.860 4.976 0.163 0.347 -0.121
H -5.947 5.221 4.574 -0.019 -0.112 -0.136
H -8.349 6.360 4.262 -0.448 0.829 -0.452
H -7.851 5.079 3.241 -0.057 -0.090 -0.437
H -6.220 8.532 2.750 -0.374 0.159 0.108
H -6.023 7.714 1.190 -0.047 -0.084 0.048
C 7.370 4.252 -1.740 1.675 -1.400 -1.255
C 6.793 4.274 -0.364 -2.499 0.618 -0.018
C 7.883 4.263 0.616 1.948 0.130 -1.095
O 9.026 4.634 -0.162 1.534 0.391 0.354
C 8.902 4.280 -1.526 -0.815 1.004 0.418
H 7.100 5.052 -2.429 -0.470 -0.247 0.207
H 7.264 3.256 -2.171 -0.907 0.252 -0.540
H 6.137 3.429 -0.153 -0.372 0.209 -0.276
H 6.256 5.212 -0.220 -0.457 -0.176 -0.097
H 8.071 3.241 0.947 -0.133 0.201 0.985
H 7.738 5.087 1.315 0.286 -0.779 0.709
H 9.376 3.343 -1.818 0.084 -0.309 0.466
H 9.373 5.057 -2.129 0.124 0.105 0.142
C 1.630 -3.963 5.407 0.824 1.163 0.443
C 0.246 -3.569 4.951 -1.668 -2.765 0.558
C 0.249 -2.335 4.173 2.143 1.150 0.536
O 1.689 -2.124 4.064 -0.565 2.547 -1.501
C 2.491 -3.209 4.396 -0.209 -0.438 0.060
H 1.846 -5.023 5.548 -0.285 0.070 -0.180
H 1.911 -3.421 6.310 -0.361 -0.382 0.509
H -0.498 -3.457 5.739 -0.007 -0.738 0.099
H 0.006 -4.362 4.243 -0.808 -0.311 0.276
H -0.138 -1.476 4.722 0.057 0.087 0.009
H -0.337 -2.413 3.258 0.598 0.040 -0.467
H 3.365 -2.853 4.943 0.232 0.205 -0.449
H 2.799 -3.690 3.468 0.050 -0.627 0.101
C 5.107 -2.317 -4.156 -0.134 1.322 -0.256
C 4.659 -3.547 -3.524 -2.572 -1.330 0.829
O 5.515 -4.572 -3.866 1.498 -1.362 0.405
H 5.217 -2.606 -5.201 0.365 0.594 -0.087
H 6.037 -1.992 -3.690 0.197 0.090 -0.370
H 4.383 -1.509 -4.057 -0.022 0.072 -0.097
H 3.690 -3.909 -3.867 -0.328 0.497 -0.577
H 4.456 -3.560 -2.453 0.514 0.597 0.421
H 6.178 -4.546 -3.173 0.481 -0.478 -0.266
```
Forces are in eV/Å.

Output
F_max in hartree/bohr: 0.06373
Lowest unoccupied orbital energy in eV: 0.261
DFT total energy in eV: -35839.2351
Total charge: 0
SMILES string: C1CCOC1.C1CCOC1.C1CCOC1.C1CCOC1.C1CCOC1.CCO